1.
Computed, not measured: a structure of composition C11H16N2O4PtS, with ωB97M-V/def2-TZVPD.

Cartesian coordinates (Å):
1 Pt -1.1237 0.2506 -1.1283
2 O -3.1631 0.9723 1.0590
3 C -2.4132 0.6990 0.2171
4 C 0.3483 -0.1213 -2.3586
5 O 1.2600 -0.3292 -3.0468
6 C -1.1895 2.0764 -1.7999
7 O -1.2064 3.1783 -2.1727
8 C -1.0556 -1.5582 -0.5024
9 O -0.9980 -2.6466 -0.0969
10 C -4.9879 -1.0421 -4.2421
11 H -5.4658 -1.8260 -3.6251
12 H -5.5287 -0.0771 -4.2487
13 C -4.0427 -1.3207 -5.1189
14 H -3.7419 -0.6037 -5.9058
15 H -3.6791 -2.3527 -5.2823
16 C -0.0996 2.0625 2.4193
17 N 0.9929 1.0369 2.4266
18 C 1.5211 0.7878 3.7891
19 C 1.4862 0.4257 1.3172
20 S 1.0296 1.2345 -0.1936
21 N 2.4565 -0.5122 1.1439
22 C 3.4576 -0.9697 2.1407
23 C 2.7381 -1.1826 -0.1774
24 H -0.3319 2.4767 3.4180
25 H -1.0231 1.5830 2.0750
26 H 0.1623 2.9021 1.7720
27 H 1.4534 -0.2827 4.0113
28 H 2.5346 1.1993 3.8610
29 H 0.9557 1.3057 4.5822
30 H 3.3461 -2.0490 2.3320
31 H 4.4752 -0.7772 1.7804
32 H 3.4010 -0.4542 3.1069
33 H 1.8434 -1.7345 -0.4976
34 H 3.0200 -0.4408 -0.9320
35 H 3.5680 -1.9101 -0.1224

For the LUMO energy (spin up / spin down), the calculation gives -0.282 / -0.399 Eh. As for the spin multiplicity: 3. The value obtained for the frontier orbital gap (spin up / spin down) is 6.0 / 3.7 eV. Its expectation value of S² is 2.01. The energy is -36896.599 eV. The calculation puts the HOMO energy (spin up / spin down) at -13.7 / -14.5 eV. The energy above the lowest of the compared OMol25 structures with the same formula, charge and spin is 2.140 eV. As for the charge: +2. For the max |F|, the calculation gives 0.1102 hartree/bohr.


2.
Computed, not measured: a structure of composition C46H54BGeN6ReS3, with ωB97M-V/def2-TZVPD.

Cartesian coordinates (Å):
1 Re -0.0038 0.0330 -1.2563
2 C 4.8990 -1.1318 -0.8988
3 C 4.0510 -0.5959 0.3120
4 C 4.6305 0.2414 1.2213
5 C 3.8485 1.0831 2.0389
6 N 2.5922 0.9969 1.9807
7 N 1.9669 0.1669 1.0864
8 B 0.5884 -0.1573 1.4365
9 N 0.2650 -1.6238 1.6160
10 N 1.0109 -2.2319 2.5933
11 C 0.9201 -3.5239 2.6743
12 C 0.1700 -4.2982 1.7640
13 C -0.6871 -3.7278 0.8677
14 C -1.5157 -4.3857 -0.2034
15 C -0.5784 -2.2924 0.8007
16 S -1.6339 -1.3796 -0.2507
17 C 1.9952 -4.1587 3.5853
18 C 2.6710 -3.0417 4.4659
19 C 1.3673 -5.2714 4.4420
20 C 3.0444 -4.9005 2.6937
21 N -0.2915 0.9479 1.8855
22 N -1.1154 0.6718 2.9249
23 C -1.8264 1.6362 3.4393
24 C -1.5178 3.0032 3.0532
25 C -0.6183 3.2564 2.0549
26 C -0.0467 4.6738 1.8638
27 C -0.2567 2.1154 1.2406
28 S -0.0799 2.2069 -0.4799
29 C -3.0494 1.1634 4.2303
30 C -4.2583 1.4290 3.3660
31 C -3.1983 1.7983 5.5650
32 C -2.9881 -0.3554 4.3021
33 C 2.6697 -0.5137 0.1574
34 S 2.0145 -0.9905 -1.4540
35 C 4.4974 2.0914 2.9993
36 C 5.7955 1.5764 3.6057
37 C 3.4771 2.3414 4.1148
38 C 4.6410 3.3576 2.0685
39 H 5.9836 -1.2605 -0.5713
40 H 4.5257 -2.1527 -1.2676
41 H 4.9353 -0.4326 -1.7036
42 H 5.6905 0.2737 1.3438
43 H 0.2330 -5.3889 1.7677
44 H -1.4541 -3.8440 -1.1362
45 H -1.1773 -5.3852 -0.2221
46 H -2.5998 -4.2642 0.0919
47 H 1.9733 -2.4507 5.0751
48 H 3.2711 -3.6243 5.1665
49 H 3.2854 -2.3582 3.9083
50 H 0.3133 -4.9604 4.7461
51 H 1.3324 -6.1119 3.7470
52 H 1.9613 -5.4387 5.3288
53 H 3.9509 -4.2158 2.6254
54 H 3.3141 -5.8767 3.0583
55 H 2.6106 -4.9863 1.6839
56 H -2.1374 3.7796 3.4861
57 H -0.8579 5.3716 1.4734
58 H 0.1879 5.0696 2.8511
59 H 0.8932 4.7162 1.2589
60 H -4.2101 2.5385 3.2308
61 H -4.2578 0.9104 2.3996
62 H -5.1428 1.1749 3.9277
63 H -3.3673 2.8653 5.5200
64 H -4.0827 1.3203 6.0082
65 H -2.3730 1.6800 6.2136
66 H -3.9703 -0.8374 4.4521
67 H -2.7757 -0.7229 3.2568
68 H -2.1116 -0.7496 4.8664
69 H 5.5390 0.7221 4.3033
70 H 6.5301 1.2323 2.8956
71 H 6.2554 2.2416 4.3143
72 H 3.4256 1.5327 4.8907
73 H 3.7661 3.2523 4.7078
74 H 2.4306 2.5294 3.8366
75 H 5.4638 3.2857 1.3467
76 H 3.6925 3.5417 1.5661
77 H 4.8436 4.2572 2.5946
78 C -0.5481 0.1127 -3.0027
79 Ge -1.6122 0.3651 -4.5413
80 C -1.9109 2.2371 -4.9293
81 C -1.1395 3.2541 -4.3733
82 C -1.6332 4.5648 -4.4043
83 C -2.8665 4.8420 -4.9644
84 C -3.5346 3.8347 -5.6984
85 C -3.1177 2.5010 -5.6432
86 C -3.3084 -0.5145 -4.1995
87 C -4.3046 0.2908 -3.5207
88 C -5.6782 0.1089 -3.6823
89 C -6.0984 -1.0010 -4.3643
90 C -5.2106 -2.0073 -4.7004
91 C -3.8365 -1.7318 -4.7027
92 C -0.5192 -0.2217 -6.0872
93 C -0.0272 -1.5295 -6.0628
94 C 0.7028 -2.0980 -7.0920
95 C 1.1813 -1.2630 -8.1124
96 C 0.6219 0.0106 -8.2115
97 C -0.2739 0.4793 -7.2347
98 H -0.1612 2.9985 -3.8892
99 H -1.0095 5.3342 -3.8509
100 H -3.2302 5.8560 -4.9301
101 H -4.5080 3.9938 -6.1280
102 H -3.6972 1.7509 -6.2027
103 H -4.0430 1.0662 -2.8590
104 H -6.4138 0.7942 -3.3026
105 H -7.1605 -1.1222 -4.6200
106 H -5.6080 -3.0071 -4.9391
107 H -3.0921 -2.4953 -4.9352
108 H -0.4036 -2.2141 -5.3020
109 H 1.0391 -3.1324 -7.0442
110 H 1.8488 -1.6602 -8.8769
111 H 0.8541 0.6001 -9.0989
112 H -0.6412 1.5593 -7.4429

For the LUMO energy (spin up / spin down), the calculation gives -0.511 / -0.510 Eh. The value obtained for the frontier orbital gap (spin up / spin down) is 3.1 / 3.1 eV. The energy is -149302.547 eV. The calculation puts the HOMO energy (spin up / spin down) at -17.0 / -17.0 eV. The energy above the lowest of the compared OMol25 structures with the same formula, charge and spin is 0.000 eV. As for the charge: +4. For the max |F|, the calculation gives 0.1117 hartree/bohr.


3.
Computed, not measured: the molecule C6H9NS3, with ωB97M-V/def2-TZVPD.

Cartesian coordinates (Å):
1 S -1.2940 -0.5846 -1.9807
2 C -0.2389 -0.7599 -0.7193
3 S 1.0591 -1.9279 -0.8914
4 C 1.4581 -1.5211 0.8220
5 C 1.0158 -0.0520 1.1084
6 C 2.0552 1.0810 0.8579
7 S 1.4803 2.7505 0.6077
8 C -0.2186 2.4763 1.0219
9 C -0.8331 1.4118 0.1945
10 N -0.1918 0.1602 0.3040
11 H 0.8021 -2.2452 1.3842
12 H 2.4742 -1.6579 0.9917
13 H 0.6583 -0.0488 2.1447
14 H 2.7019 0.8732 -0.0412
15 H 2.8012 1.1412 1.6893
16 H -0.7775 3.4288 0.9523
17 H -0.3309 2.2797 2.1018
18 H -0.6327 1.9137 -0.8018
19 H -1.9344 1.3353 0.3082

The SMILES is S=C1SC[C@H]2CSCCN12. For the LUMO energy, the calculation gives 0.015 Eh. The value obtained for the frontier orbital gap is 8.6 eV. The energy is -40363.098 eV. The calculation puts the HOMO energy at -8.2 eV. The energy above the lowest of the compared OMol25 structures with the same formula, charge and spin is 0.000 eV. For the max |F|, the calculation gives 0.0738 hartree/bohr.


4.
Computed, not measured: a structure of composition C3H6F3NiO, with ωB97M-V/def2-TZVPD.

Cartesian coordinates (Å):
1 H -0.7741 -2.5629 0.2287
2 C -0.0866 -1.7237 0.0352
3 F 0.7046 0.3884 -2.6874
4 F 1.1231 -2.1727 0.4774
5 F -0.0168 -1.6167 -1.3217
6 Ni -0.1760 1.1059 -4.1598
7 C 0.5576 1.5761 1.0044
8 O 0.2008 0.3026 1.4906
9 C -0.7196 -0.4212 0.7262
10 H 1.1665 2.0582 1.7782
11 H 1.1659 1.5017 0.0900
12 H -0.3415 2.1940 0.8419
13 H -1.4612 -0.8527 1.4140
14 H -1.3426 0.2229 0.0822

For the LUMO energy (spin up / spin down), the calculation gives 0.011 / -0.084 Eh. As for the spin multiplicity: 4. The value obtained for the frontier orbital gap (spin up / spin down) is 8.8 / 7.5 eV. Its expectation value of S² is 3.75. The energy is -54447.269 eV. The calculation puts the HOMO energy (spin up / spin down) at -8.5 / -9.8 eV. For the max |F|, the calculation gives 0.0322 hartree/bohr.


5.
Computed, not measured: the molecule C4H9N3, with ωB97M-V/def2-TZVPD.

Cartesian coordinates (Å):
1 C -0.7315 0.5849 1.1927
2 C 0.2329 0.4024 0.1132
3 C -0.4903 0.6598 -1.1818
4 C 0.8843 -0.9278 0.1380
5 N 2.2580 -0.6856 -0.1537
6 N 2.5252 0.5848 -0.1533
7 N 1.4946 1.2840 0.0041
8 H -1.3826 1.4923 0.9419
9 H -0.2978 0.7746 2.1120
10 H -1.4228 -0.3680 1.3391
11 H -0.6041 1.7436 -1.1559
12 H -1.5074 0.2284 -1.1122
13 H 0.1447 0.4469 -2.1615
14 H 0.7962 -1.3892 1.1471
15 H 0.3523 -1.5724 -0.5869
16 H 2.9573 -1.2901 0.0289

The SMILES is CC1(C)CNN=N1. For the LUMO energy, the calculation gives 0.033 Eh. The value obtained for the frontier orbital gap is 9.9 eV. The energy is -8761.895 eV. The calculation puts the HOMO energy at -9.0 eV. The energy above the lowest of the compared OMol25 structures with the same formula, charge and spin is 2.630 eV. For the max |F|, the calculation gives 0.0692 hartree/bohr.


6.
Computed, not measured: the molecule C15H23NO3, with ωB97M-V/def2-TZVPD.

Cartesian coordinates (Å):
1 C 3.3303 2.5852 -2.1234
2 O 2.9802 1.5278 -1.2663
3 C 3.9675 0.9247 -0.5234
4 C 5.3098 1.2695 -0.6239
5 C 6.2813 0.6171 0.1158
6 C 5.9222 -0.4015 0.9758
7 C 4.5902 -0.7458 1.0983
8 C 3.5975 -0.0986 0.3692
9 O 2.3367 -0.5748 0.5938
10 C 1.1980 0.1747 0.2251
11 C 0.0007 -0.4840 0.9246
12 O -1.1890 0.2506 0.8082
13 C -1.7937 0.2108 -0.4701
14 C -3.1828 0.8788 -0.3922
15 N -4.2763 0.0678 0.0742
16 C -4.1507 -0.4855 1.4239
17 C -4.3884 -1.9901 1.2886
18 C -5.3105 -2.0580 0.0746
19 C -4.7210 -0.9820 -0.8328
20 H 3.7803 3.4191 -1.5749
21 H 2.3944 2.9153 -2.5725
22 H 4.0127 2.2566 -2.9140
23 H 5.6128 2.0551 -1.2972
24 H 7.3146 0.9095 0.0089
25 H 6.6691 -0.9225 1.5542
26 H 4.2767 -1.5325 1.7661
27 H 1.2820 1.2141 0.5613
28 H 1.0654 0.1634 -0.8622
29 H 0.2109 -0.5428 1.9957
30 H -0.1272 -1.5048 0.5353
31 H -1.8823 -0.8329 -0.8056
32 H -1.1773 0.7523 -1.2009
33 H -3.0918 1.7386 0.2763
34 H -3.4489 1.2415 -1.3886
35 H -3.1792 -0.2530 1.8596
36 H -4.9306 -0.0341 2.0504
37 H -4.8284 -2.4265 2.1832
38 H -3.4497 -2.5048 1.0761
39 H -5.3284 -3.0379 -0.3996
40 H -6.3255 -1.7858 0.3641
41 H -3.8939 -1.4029 -1.4250
42 H -5.4575 -0.5714 -1.5307

The SMILES is COc1ccccc1OCCOCCN1CCCC1. For the LUMO energy, the calculation gives 0.028 Eh. The value obtained for the frontier orbital gap is 8.7 eV. The energy is -23558.997 eV. The calculation puts the HOMO energy at -8.0 eV. The energy above the lowest of the compared OMol25 structures with the same formula, charge and spin is 3.916 eV. For the max |F|, the calculation gives 0.0149 hartree/bohr.


Question: What is the energy in the first record?
Answer: -36896.599 eV


Question: Which of these has the highest max |F|?
Answer: C46H54BGeN6ReS3


Question: Which formula does entry 6 have?
Answer: C15H23NO3